Here is a structure of composition C23H53N2O4S2Sb at a distorted geometry from OMol25. Energies are from the ωB97M-V functional and the def2-TZVPD basis.

Positions of all 85 atoms, in Å:
Sb: -2.293020 0.434088 -2.574144
S: 5.529330 1.550014 -1.743932
S: 6.107184 1.083929 1.016717
O: -7.921274 2.926765 -1.726227
O: 0.136541 -7.397365 4.241677
O: -8.216870 5.165939 -1.786958
O: -1.032998 -2.520818 3.062648
N: 3.571021 1.221826 0.252658
N: -0.559703 -4.946532 3.735966
C: 2.804784 2.466366 0.050364
C: -0.610464 -3.286613 1.955047
C: 2.935131 6.175644 0.108156
C: 3.557626 3.714149 0.497315
C: 4.949616 1.327230 -0.098486
C: 0.292469 -8.797178 4.037550
C: -0.926637 -4.729619 2.301507
C: 0.586398 -0.143597 -1.363215
C: -4.642026 1.657092 -0.940290
C: 3.500504 2.558507 -5.162382
C: -0.760385 -1.135633 2.838216
C: -0.884559 -0.238512 -0.982697
C: -6.159783 1.612276 -0.698647
C: 4.691570 2.262619 -4.236248
C: 1.492662 -0.147760 -0.128741
C: 2.591643 4.872372 0.836197
C: 1.208918 -6.646002 3.720626
C: 4.201267 2.227601 -2.786301
C: -6.807150 2.990268 -0.787679
C: 2.981845 0.042997 -0.432811
C: -4.006853 0.287724 -1.139500
C: -8.232189 4.076880 -2.314407
C: 0.889420 -5.188071 4.005885
H: 1.339477 -1.131232 0.333995
H: -4.474696 2.279421 -1.831009
H: 3.541131 -0.825344 -0.079714
H: -1.995502 -4.918233 2.222063
H: 4.229644 4.073112 -0.286789
H: 2.456798 2.593595 -0.979327
H: -2.025615 2.134845 -2.088270
H: -4.149683 2.162129 -0.104828
H: 1.906751 2.397242 0.664433
H: -7.194649 3.329333 0.171861
H: 1.572082 4.596669 0.554376
H: -8.513027 3.956482 -3.366722
H: 3.116873 0.130494 -1.513030
H: 0.462422 -3.139687 1.776867
H: 0.315163 -9.029479 2.969763
H: -0.874528 -4.101365 4.227508
H: -3.615260 -0.107554 -0.196469
H: -6.089920 3.718957 -1.164443
H: -0.389416 -5.442959 1.681925
H: 1.478908 -4.504810 3.400151
H: 3.972232 3.242677 -2.466400
H: 5.424192 3.064192 -4.343378
H: -6.594141 0.958794 -1.456653
H: -1.157852 -0.563539 3.671124
H: -1.148372 -2.997670 1.047921
H: 0.318337 -0.979396 2.759072
H: -1.061375 -5.755044 4.113346
H: 4.006327 6.381863 0.129137
H: -2.593700 -1.273127 -3.033943
H: 0.755763 0.770111 -1.948525
H: 1.050513 -4.962549 5.058289
H: -1.241244 -0.817214 1.911267
H: 2.592234 5.067858 1.909273
H: -3.435632 0.989150 -3.814039
H: -6.348283 1.177187 0.286019
H: 3.320299 1.592121 -2.735347
H: 2.811903 3.241378 -4.657038
H: 2.148671 -6.912323 4.211966
H: 2.928564 1.649882 -5.353450
H: 5.151414 1.308698 -4.497733
H: 1.208829 -9.154484 4.512063
H: -0.562252 -9.286883 4.494088
H: 4.169805 3.479692 1.368663
H: 2.432725 7.022371 0.580824
H: -1.103135 0.362164 -0.089435
H: -1.139816 -1.280802 -0.741288
H: 1.315698 -6.829386 2.644576
H: 3.814374 3.018600 -6.096463
H: 2.596681 6.147228 -0.928569
H: -0.930989 0.545682 -3.700445
H: -4.704480 -0.436781 -1.565611
H: 0.833104 -1.003462 -1.993310
H: 1.098635 0.584808 0.573791

Force components x, y, z for each atom (eV/Å):
-0.3 -0.1 -0.3
0.0 0.1 0.0
0.1 0.0 0.0
0.6 -0.2 -0.5
0.0 0.0 0.0
0.3 -0.7 -0.3
0.1 -0.1 -0.1
0.0 0.1 -0.7
-0.1 -0.1 0.1
0.0 0.2 0.3
0.0 0.0 0.1
-0.2 0.1 0.2
-0.3 0.3 0.1
0.0 -0.2 0.2
0.0 0.0 0.0
-0.1 0.1 0.0
-0.3 0.1 0.4
-0.2 -0.2 0.0
0.0 -0.1 0.5
-0.1 0.2 -0.1
0.2 -0.3 0.2
0.3 0.1 0.1
-0.4 0.3 0.0
-0.2 -0.5 -0.3
0.1 0.2 -0.3
-0.1 0.0 -0.1
0.2 -0.3 -0.2
-0.3 -0.2 0.3
-0.1 0.2 0.5
0.3 0.3 0.1
-0.3 1.2 0.5
0.0 0.0 0.1
0.1 0.1 0.2
0.1 0.0 0.0
0.1 0.1 -0.1
0.0 0.0 0.0
0.2 -0.2 0.0
0.0 0.0 0.0
0.1 0.0 0.2
0.0 0.2 -0.1
0.0 -0.1 0.0
0.1 0.1 0.0
0.0 0.0 0.1
-0.2 -0.3 0.0
0.0 -0.2 -0.1
0.0 0.0 0.0
0.0 0.0 0.0
0.1 0.1 -0.1
-0.1 -0.1 0.0
-0.1 0.1 0.0
0.0 0.0 0.0
0.0 0.0 0.0
-0.2 -0.1 0.1
0.2 -0.2 0.0
-0.1 0.0 0.1
0.0 -0.1 0.1
0.1 0.0 -0.1
0.0 0.1 0.0
0.1 -0.1 0.0
0.0 0.0 0.0
0.1 -0.1 0.0
0.1 0.0 -0.1
0.0 0.0 0.0
0.1 0.1 0.0
0.0 -0.2 0.0
0.0 0.0 0.0
-0.1 -0.1 -0.1
-0.1 0.1 0.1
0.0 0.1 -0.1
0.1 0.0 -0.1
0.0 0.0 -0.2
0.1 0.1 0.0
0.0 0.0 0.0
0.0 0.0 0.0
0.0 -0.1 0.0
0.0 0.0 0.0
0.0 0.2 -0.1
-0.1 0.0 0.0
0.0 0.0 0.0
0.0 -0.1 -0.1
0.2 -0.1 -0.1
0.0 0.0 0.0
0.0 0.0 -0.1
0.1 0.2 -0.2
0.2 0.0 0.1

As for the frontier orbital gap: 4.8 eV. For the total energy, the calculation gives -2354.86990 a.u. As for the net charge: 0.